DFT (ωB97M-V/def2-TZVPD) results for a 2-piece molecular cluster, CH2F3P overall.

The value obtained for the LUMO energy (alpha / beta) is -0.04116 / -0.04004 hartree. As for the HOMO energy (alpha / beta): -10.0 / -10.0 eV. The calculation puts the max |F| at 2.42 eV Å⁻¹. As for the energy above the lowest of the compared OMol25 structures with the same formula, charge and spin: 283.6 kJ/mol. For the calculated total energy, the calculation gives -18508.875 eV.

CARTESIAN COORDINATES (ANGSTROEM)
C 0.373544 2.555799 -1.244507
F 0.380117 -1.888982 2.208856
F -1.223733 -0.989430 0.770172
F 0.257763 -2.610212 -0.011984
P 0.355382 -1.215874 0.759012
H -0.272511 2.266606 -0.401403
H 0.129438 1.882093 -2.080146

Atomic forces in eV per Å
C -0.1 -0.1 0.0
F 0.4 0.6 -0.5
F 0.6 0.5 -0.2
F 0.5 0.7 -0.1
P -1.5 -1.8 0.7
H 0.0 0.0 0.0
H 0.0 0.0 0.0



DFT (ωB97M-V/def2-TZVPD) results for a 2-piece molecular cluster, C4H7NO overall.

The value obtained for the LUMO energy is 0.01549 hartree. As for the HOMO energy: -8.0 eV. The calculation puts the max |F| at 0.34 eV Å⁻¹. As for the energy above the lowest of the compared OMol25 structures with the same formula, charge and spin: 507.8 kJ/mol. For the calculated total energy, the calculation gives -7794.381 eV.

CARTESIAN COORDINATES (ANGSTROEM)
O -2.622597 -0.622281 1.660758
C -1.468353 -0.533050 1.282261
C -0.944083 0.526467 0.462773
N 0.343091 0.503434 0.140043
C 1.419309 0.897705 -0.433840
C 1.510309 -0.388730 0.258294
H -0.713052 -1.306935 1.559273
H -1.543158 1.362432 0.123956
H -0.830558 -0.218063 -2.203595
H 1.765440 1.653865 -1.115153
H -0.296607 -0.078724 -2.706171
H 1.420622 -1.336713 -0.279670
H 1.959637 -0.459404 1.251070

Atomic forces in eV per Å
O 0.3 0.0 -0.1
C 0.0 0.0 0.0
C -0.1 0.0 0.1
N 0.2 0.1 -0.1
C -0.3 0.0 0.0
C 0.1 -0.3 0.2
H -0.1 0.1 0.0
H 0.1 -0.1 0.0
H 0.1 0.0 -0.1
H -0.1 -0.1 0.1
H -0.1 0.0 0.0
H 0.0 0.2 0.0
H -0.1 0.0 -0.1



DFT (ωB97M-V/def2-TZVPD) results for C45H62N5OPSTi as an isolated structure.

As for the total charge: +2. The value obtained for the LUMO energy is -0.22010 hartree. As for the HOMO energy: -13.1 eV. The calculation puts the max |F| at 0.71 eV Å⁻¹. As for the energy above the lowest of the compared OMol25 structures with the same formula, charge and spin: 0.0 kJ/mol. For the calculated total energy, the calculation gives -100399.084 eV.

CARTESIAN COORDINATES (ANGSTROEM)
Ti -0.680403 1.168449 -0.687786
N -3.004730 5.037111 -0.777034
C -2.107079 4.046585 -0.865276
S -2.708707 2.419517 -1.030252
N -0.844018 4.345924 -0.836895
N -0.036525 3.253866 -0.928280
C 1.196654 3.465831 -1.249772
C 1.766956 4.806401 -1.506944
C 2.242950 5.112463 -2.779808
C 2.772270 6.367616 -3.038138
C 2.845071 7.311219 -2.023884
C 2.375227 7.005814 -0.753416
C 1.826501 5.760727 -0.495763
C 2.014430 2.250661 -1.457988
C 3.349067 2.286888 -1.826897
C 3.996139 1.096449 -2.133376
C 3.300762 -0.097269 -2.044194
C 1.989214 -0.067642 -1.600873
N 1.369904 1.075410 -1.304694
H -3.983990 4.847918 -0.896568
H -2.683994 5.990700 -0.833319
H 2.184365 4.375303 -3.572226
H 3.129310 6.608422 -4.030289
H 3.266688 8.287015 -2.223368
H 2.431712 7.743062 0.036077
H 1.442061 5.529309 0.489026
H 3.860246 3.235448 -1.899313
H 5.032969 1.108428 -2.441955
H 3.765269 -1.043457 -2.284110
H 1.419893 -0.984205 -1.457070
C -1.527088 4.129706 3.227305
C -0.380031 3.769845 2.277368
C 0.963768 4.076131 2.941300
C -0.481254 2.317927 1.835092
C 0.643791 1.517755 1.666788
C 0.569863 0.128012 1.554666
C 1.850514 -0.669632 1.696385
C 1.990280 -1.227545 3.125229
C 3.132036 0.120334 1.420421
C -0.691882 -0.522682 1.508236
C -1.856407 0.281682 1.546155
C -1.701082 1.674678 1.666928
C -3.332931 -0.139304 1.643432
C -3.812178 -1.542518 1.253476
C -3.838411 0.162710 3.070061
C -0.784610 -1.989739 1.879054
C -1.235171 -2.109386 3.202021
C -1.458528 -3.330038 3.805616
C -1.242244 -4.488507 3.076082
C -0.758390 -4.388300 1.785200
C -0.489117 -3.163465 1.158216
P 0.205247 -3.203144 -0.559167
C -1.076530 -4.159050 -1.596784
C -2.479205 -3.721729 -1.164623
C -1.056978 -5.689311 -1.579601
C -0.869845 -3.688837 -3.047711
C 1.782885 -4.261535 -0.470079
C 1.747992 -5.595440 0.282928
C 2.895250 -3.435408 0.186956
C 2.208771 -4.497319 -1.927894
H -1.393527 5.149112 3.586952
H -1.540249 3.468962 4.097126
H -2.503365 4.087825 2.744535
H -0.472496 4.400614 1.391537
H 1.117578 3.458839 3.829435
H 0.978736 5.118554 3.257864
H 1.814755 3.934190 2.273296
H 1.625201 1.962671 1.721169
H 1.772428 -1.504423 1.006767
H 2.007819 -0.406886 3.845875
H 2.940211 -1.757024 3.207478
H 1.198480 -1.915621 3.403733
H 3.361013 0.786065 2.255502
H 3.112002 0.720422 0.514788
H 3.966342 -0.577984 1.344623
H -2.607183 2.257210 1.726876
H -3.840256 0.567846 0.975622
H -3.204785 -2.346613 1.658482
H -3.901562 -1.690696 0.180182
H -4.817600 -1.664556 1.657684
H -3.533181 -0.622522 3.761734
H -4.927434 0.190462 3.066297
H -3.479598 1.116378 3.457120
H -1.405030 -1.205042 3.773916
H -1.806037 -3.373157 4.829163
H -1.434107 -5.460835 3.509615
H -0.583510 -5.299277 1.233809
H -2.685128 -3.956943 -0.121341
H -3.212841 -4.249379 -1.778877
H -2.633230 -2.654994 -1.314026
H -1.305764 -6.101309 -0.602036
H -0.110934 -6.110019 -1.908373
H -1.822196 -6.043913 -2.275207
H -0.776562 -2.600920 -3.103573
H -1.728449 -3.992596 -3.652481
H 0.019829 -4.121653 -3.503608
H 1.618348 -5.444630 1.354085
H 2.714608 -6.087390 0.145812
H 0.984865 -6.282694 -0.068624
H 2.710210 -3.279326 1.251375
H 3.041310 -2.468522 -0.301093
H 3.832791 -3.989362 0.099184
H 1.579957 -5.222535 -2.438780
H 3.228281 -4.888645 -1.940956
H 2.198996 -3.569019 -2.507320
N -1.494374 1.037897 -4.841144
C -1.450946 0.823578 -3.538369
O -0.596838 1.384330 -2.819068
C -2.418867 -0.096086 -2.869066
C -1.922914 -0.260335 -1.459274
H -0.857661 1.694473 -5.265419
H -2.182141 0.588783 -5.422458
H -2.502457 -1.037145 -3.420889
H -3.407462 0.369997 -2.880766
H -1.037065 -0.941008 -1.380375
H -2.674773 -0.594955 -0.757182

Atomic forces in eV per Å
Ti -0.2 0.6 0.2
N 0.0 0.0 0.0
C -0.1 0.0 0.0
S -0.3 -0.1 -0.1
N 0.2 0.2 0.0
N 0.1 -0.2 -0.2
C 0.1 -0.1 0.0
C 0.0 0.0 0.0
C 0.0 0.0 0.0
C 0.0 0.0 0.0
C 0.0 0.0 0.0
C 0.0 0.0 0.0
C 0.0 0.0 0.0
C -0.1 0.0 0.1
C 0.0 0.0 -0.1
C 0.0 0.0 0.0
C 0.0 0.0 0.0
C 0.0 0.0 0.0
N 0.2 0.0 0.1
H 0.0 0.0 0.0
H 0.0 0.0 0.0
H 0.0 0.0 0.0
H 0.0 0.0 0.0
H 0.0 0.0 0.0
H 0.0 0.0 0.0
H 0.0 0.0 0.0
H 0.0 0.0 0.0
H 0.0 0.0 0.0
H 0.0 0.0 0.0
H 0.0 0.0 0.0
C 0.0 0.0 0.0
C 0.0 0.0 0.0
C 0.0 0.0 0.0
C 0.1 0.1 0.0
C 0.1 -0.1 -0.1
C 0.1 -0.2 0.0
C 0.1 0.1 0.1
C -0.1 0.0 0.0
C 0.0 0.0 0.0
C 0.2 -0.2 0.0
C -0.1 -0.2 -0.1
C -0.2 0.1 0.0
C 0.0 0.0 0.1
C 0.0 0.0 0.0
C 0.0 0.0 0.0
C -0.2 0.0 0.0
C 0.0 0.0 0.0
C 0.0 0.0 0.0
C 0.0 0.0 0.0
C 0.0 0.0 0.0
C 0.0 0.0 -0.1
P 0.0 0.0 0.1
C 0.0 0.0 0.0
C 0.0 0.0 0.0
C 0.0 0.0 0.0
C 0.0 0.0 0.0
C 0.0 0.0 0.0
C 0.0 0.0 0.0
C 0.0 0.0 0.0
C 0.0 0.0 0.0
H 0.0 0.0 0.0
H 0.0 0.0 0.0
H 0.0 0.0 0.0
H 0.0 0.0 0.0
H 0.0 0.0 0.0
H 0.0 0.0 0.0
H 0.0 0.0 0.0
H 0.0 0.0 0.0
H 0.0 0.0 0.0
H 0.0 0.0 0.0
H 0.0 0.0 0.0
H 0.0 0.0 0.0
H 0.0 0.0 0.0
H 0.0 0.0 0.0
H 0.0 0.0 0.0
H 0.0 0.0 0.0
H 0.0 0.0 0.0
H 0.0 0.0 0.0
H 0.1 0.0 0.0
H 0.0 0.0 0.0
H 0.0 0.0 0.0
H 0.0 0.0 0.0
H 0.0 0.0 0.0
H 0.0 0.0 0.0
H 0.0 0.0 0.0
H 0.0 0.0 0.0
H 0.0 0.0 0.0
H 0.0 0.0 0.0
H 0.0 0.0 0.0
H 0.0 0.0 0.0
H 0.0 0.0 0.0
H 0.0 0.0 0.0
H 0.0 0.0 0.0
H 0.0 0.0 0.0
H 0.0 0.0 0.0
H 0.0 0.0 0.0
H 0.0 0.0 0.0
H 0.0 0.0 0.0
H 0.0 0.0 0.0
H 0.0 0.0 0.0
H 0.0 0.0 0.0
H 0.0 0.0 0.0
H 0.0 0.0 0.0
H 0.0 0.0 0.0
H 0.0 0.0 0.0
N 0.0 0.0 0.0
C -0.1 0.0 -0.1
O 0.2 0.0 0.0
C 0.0 -0.1 -0.1
C 0.0 0.1 0.4
H 0.0 0.0 0.0
H 0.0 0.0 0.0
H 0.0 0.0 0.0
H 0.0 0.0 0.0
H -0.1 0.0 0.0
H 0.0 -0.1 -0.1



DFT (ωB97M-V/def2-TZVPD) results for a 2-piece molecular cluster, C19H25N2O2 overall.

As for the total charge: +1. The value obtained for the LUMO energy is -0.20539 hartree. As for the HOMO energy: -9.2 eV. The calculation puts the max |F| at 4.55 eV Å⁻¹. As for the energy above the lowest of the compared OMol25 structures with the same formula, charge and spin: 331.3 kJ/mol. For the calculated total energy, the calculation gives -27175.038 eV.

CARTESIAN COORDINATES (ANGSTROEM)
C -3.556633 -0.028589 0.627427
O -3.034518 -1.281289 0.245612
C -2.659993 -1.302136 -1.053430
C -2.051306 -2.405972 -1.657313
C -1.648114 -2.356714 -3.009655
C -1.062237 -3.447854 -3.596690
C -0.858866 -4.612597 -2.870018
C -1.232741 -4.674141 -1.534574
C -1.819165 -3.592126 -0.927771
H -3.812133 -0.065462 1.687936
H -2.809861 0.749402 0.457276
H -4.451260 0.193483 0.045488
H -2.840290 -0.422220 -1.651591
H -1.800460 -1.447410 -3.564709
H -0.752875 -3.395732 -4.626161
H -0.396048 -5.464891 -3.340681
H -1.057261 -5.575674 -0.971832
H -2.102393 -3.625499 0.110662
C -1.371620 3.338988 2.749689
C -0.839830 1.936113 2.924141
N 0.512992 1.797822 2.398075
C 1.666984 2.002377 3.295425
C 2.143352 0.716837 3.938846
C 0.664134 1.644231 1.002052
C 1.882018 1.154923 0.508328
N 2.143607 0.936756 -0.839242
C 1.427077 1.553323 -1.836783
C 1.711400 1.342666 -3.154303
C 2.714704 0.456793 -3.500569
C 3.430042 -0.188338 -2.506424
C 3.156457 0.070699 -1.192755
O -0.291262 1.912139 0.257873
H -2.378953 3.454879 3.153103
H -0.730436 4.065053 3.249369
H -1.395464 3.604543 1.691685
H -0.849299 1.618686 3.971639
H -1.461267 1.214053 2.383375
H 2.466261 2.486762 2.723833
H 1.377617 2.733991 4.057721
H 2.995076 0.880916 4.600732
H 1.352717 0.256671 4.531684
H 2.446693 -0.017932 3.193037
H 2.641017 0.870050 1.208845
H 0.616932 2.195490 -1.546642
H 1.133549 1.833302 -3.920084
H 2.936623 0.266015 -4.537326
H 4.170456 -0.926822 -2.767274
H 3.674577 -0.455563 -0.408027

Atomic forces in eV per Å
C -0.7 1.8 0.7
O 1.5 -1.1 -4.1
C -0.5 -0.5 2.8
C 0.1 -0.6 0.3
C -0.3 0.4 0.3
C 0.1 0.1 -0.3
C 0.0 0.2 0.1
C 0.0 -0.2 0.3
C 0.0 0.1 0.1
H 0.1 -0.2 -0.2
H 0.1 0.0 0.1
H -0.1 -0.1 0.1
H -0.1 0.4 0.1
H 0.0 0.2 -0.2
H 0.0 0.0 -0.2
H 0.0 -0.1 -0.1
H 0.0 -0.1 0.1
H -0.1 -0.1 0.2
C -0.3 0.4 -0.1
C 0.3 -0.2 -0.4
N 0.8 -0.2 -0.6
C -0.5 0.1 -0.5
C 0.1 -0.3 0.2
C -0.3 0.4 1.0
C 0.7 -0.1 0.2
N 0.0 0.1 0.4
C -0.1 0.0 0.3
C 0.5 -0.7 -0.2
C 0.1 0.0 -0.6
C -0.1 0.1 -0.1
C -0.5 0.1 -0.1
O -1.2 -0.2 -0.3
H 0.0 -0.1 0.1
H 0.0 0.0 0.1
H 0.0 -0.1 0.1
H 0.1 0.1 -0.1
H -0.1 0.1 0.1
H -0.1 -0.1 0.0
H -0.1 -0.1 0.0
H 0.0 0.1 0.0
H -0.1 0.0 0.0
H 0.0 0.0 -0.1
H 0.3 -0.3 -0.3
H 0.1 0.0 0.4
H -0.1 0.2 0.0
H 0.0 0.0 -0.1
H 0.2 0.0 0.1
H -0.1 0.2 0.3



DFT (ωB97M-V/def2-TZVPD) results for one molecule with the formula C22H28N6O5.

The value obtained for the LUMO energy is 0.02282 hartree. As for the HOMO energy: -8.0 eV. The calculation puts the max |F| at 1.52 eV Å⁻¹. As for the energy above the lowest of the compared OMol25 structures with the same formula, charge and spin: 595.4 kJ/mol. For the calculated total energy, the calculation gives -42443.573 eV. The SMILES is COCCn1nnnc1[C@H](c1ccc(OC)c(OC)c1)N1CCN(C(=O)c2ccco2)CC1.

CARTESIAN COORDINATES (ANGSTROEM)
C -1.102293 -7.761014 0.285167
O -0.995667 -6.386981 0.562547
C -1.283124 -5.580603 -0.554289
C -1.142628 -4.125423 -0.117118
N -1.396579 -3.241539 -1.216892
N -1.877654 -3.644032 -2.394526
N -1.948587 -2.628161 -3.146258
N -1.529063 -1.536426 -2.523516
C -1.185594 -1.900267 -1.309380
C -0.576922 -1.126027 -0.185702
C -0.870088 0.361951 -0.200630
C -1.087458 1.075709 -1.364392
C -1.350325 2.438718 -1.315195
C -1.386153 3.113664 -0.109378
O -1.639950 4.442710 0.044045
C -1.940048 5.198591 -1.101246
C -1.142732 2.397821 1.085334
O -1.188667 3.130672 2.225493
C -0.786932 2.522471 3.433339
C -0.898840 1.037707 1.020739
N 0.838040 -1.516413 -0.187191
C 1.646935 -0.974266 -1.254579
C 2.139897 0.469246 -1.005593
N 2.365867 0.668188 0.408322
C 2.158407 1.802207 1.117141
O 2.211947 1.801302 2.343321
C 1.903589 3.066230 0.415870
C 1.594777 4.267155 1.007855
C 1.476347 5.206654 -0.034482
C 1.727202 4.519484 -1.183928
O 1.989442 3.231223 -0.926861
C 2.709001 -0.539984 1.122745
C 1.527993 -1.518506 1.096568
H -0.862548 -8.281768 1.209544
H -2.118187 -8.024300 -0.032339
H -0.399032 -8.063130 -0.500015
H -2.303480 -5.766396 -0.920296
H -0.585775 -5.791881 -1.378888
H -1.850197 -3.924672 0.694886
H -0.128692 -3.948643 0.252802
H -1.001255 -1.539801 0.739056
H -1.082028 0.572455 -2.316780
H -1.526215 2.962673 -2.240880
H -2.137024 6.207597 -0.742603
H -1.097143 5.222464 -1.800701
H -2.828844 4.817306 -1.615025
H 0.237591 2.144360 3.365908
H -1.467227 1.714183 3.722768
H -0.834133 3.310311 4.183215
H -0.730229 0.489164 1.934057
H 1.067244 -0.995972 -2.178359
H 2.502770 -1.646431 -1.377016
H 3.067817 0.640226 -1.567233
H 1.387849 1.173218 -1.356151
H 1.462488 4.433903 2.055906
H 1.234596 6.245063 0.058046
H 1.757563 4.824143 -2.212394
H 3.589741 -0.985667 0.649694
H 2.952557 -0.267286 2.150422
H 0.828606 -1.259668 1.892373
H 1.903047 -2.533513 1.292673

Atomic forces in eV per Å
C 0.0 -0.1 0.0
O 0.0 0.4 0.1
C -0.1 0.0 -0.1
C 0.0 -0.7 0.5
N 0.1 1.4 -0.5
N -0.1 -1.2 0.3
N -0.3 -0.2 -1.0
N 0.3 0.8 0.5
C -0.3 -0.8 0.1
C 0.2 0.1 0.0
C -0.2 0.0 -0.1
C 0.0 -0.1 0.1
C 0.0 0.3 0.1
C 0.0 0.1 0.1
O 0.0 -0.4 0.3
C 0.0 0.1 -0.2
C -0.1 0.1 0.0
O -0.1 0.1 -0.4
C 0.1 -0.2 0.3
C -0.1 0.2 0.1
N -0.1 0.0 0.2
C 0.2 0.1 0.0
C -0.1 0.1 -0.5
N 0.0 -0.1 0.1
C 0.2 -0.4 -0.1
O -0.1 0.3 0.1
C -0.2 1.0 0.8
C 0.2 -0.8 -0.2
C 0.1 -0.2 -0.5
C -0.2 0.7 0.2
O 0.2 -0.3 -0.2
C 0.0 -0.1 0.3
C 0.2 -0.2 0.1
H 0.0 -0.1 -0.1
H 0.0 0.0 0.0
H 0.0 0.0 0.0
H 0.2 0.0 0.0
H -0.1 0.0 0.1
H 0.1 0.0 -0.1
H -0.1 0.0 -0.1
H 0.1 0.1 -0.1
H 0.0 0.0 0.0
H 0.0 0.1 -0.1
H 0.0 0.0 -0.1
H 0.0 0.0 0.0
H 0.0 0.0 0.0
H -0.1 0.0 0.0
H 0.0 0.0 0.0
H 0.0 -0.1 0.0
H 0.0 0.0 0.1
H 0.1 0.0 -0.1
H 0.0 0.1 -0.1
H -0.1 0.0 0.0
H 0.2 -0.2 0.0
H 0.0 -0.1 0.2
H -0.1 0.2 -0.1
H 0.0 -0.1 -0.1
H 0.0 0.0 0.0
H 0.0 -0.1 -0.2
H 0.0 0.0 0.0
H 0.0 0.1 0.2